[1]
{
  "formula": "C39H44BaN6OP",
  "method": "ωB97M-V/def2-TZVPD",
  "orbital_gap_ev": 6.062,
  "e_above_lowest_kj_mol": 0.00,
  "energy_ha": -2282.96865,
  "total_charge": 1,
  "symbols": ["Ba", "C", "C", "C", "C", "C", "C", "N", "C", "C", "C", "C", "C", "C", "N", "N", "C", "C", "C", "C", "C", "N", "H", "H", "H", "H", "H", "H", "H", "H", "H", "H", "H", "H", "H", "C", "C", "C", "P", "C", "C", "C", "C", "C", "C", "C", "C", "C", "C", "N", "C", "C", "C", "C", "C", "C", "C", "C", "C", "H", "H", "H", "H", "H", "H", "H", "H", "H", "H", "H", "H", "H", "H", "H", "H", "H", "H", "H", "H", "H", "H", "H", "H", "H", "H", "H", "H", "H", "H", "H", "O", "N"],
  "positions_angstrom": [[1.138, -0.577, -2.173], [2.512, -1.135, 3.522], [3.236, -0.061, 3.016], [3.469, 0.049, 1.656], [3.008, -0.930, 0.772], [2.281, -2.002, 1.289], [2.030, -2.100, 2.652], [3.193, -0.807, -0.621], [4.426, -0.871, -1.137], [5.590, -1.188, -0.359], [6.823, -1.267, -0.923], [7.033, -1.039, -2.309], [5.965, -0.749, -3.092], [4.655, -0.660, -2.548], [3.557, -0.442, -3.338], [3.749, -0.252, -4.581], [2.579, -0.118, -5.355], [2.775, 0.302, -6.671], [1.688, 0.427, -7.505], [0.418, 0.125, -7.020], [0.312, -0.279, -5.708], [1.357, -0.402, -4.877], [2.333, -1.221, 4.586], [3.626, 0.693, 3.689], [4.041, 0.882, 1.262], [1.948, -2.784, 0.614], [1.475, -2.947, 3.035], [5.468, -1.381, 0.697], [7.669, -1.522, -0.297], [8.027, -1.110, -2.728], [6.078, -0.582, -4.154], [3.783, 0.518, -6.996], [1.820, 0.752, -8.529], [-0.462, 0.196, -7.642], [-0.660, -0.524, -5.290], [-2.950, 3.185, 0.139], [-2.189, 2.657, -1.076], [-3.082, 1.783, -1.957], [-0.583, 1.826, -0.657], [0.572, 3.280, -0.541], [2.008, 2.844, -0.227], [0.194, 4.575, 0.179], [-0.815, 1.077, 1.016], [-0.124, 1.718, 2.048], [-0.052, 1.271, 3.360], [0.706, 2.053, 4.392], [-0.709, 0.094, 3.670], [-1.422, -0.575, 2.696], [-1.497, -0.111, 1.383], [-2.379, -0.932, 0.558], [-3.417, -1.739, 1.191], [-4.595, -1.143, 1.623], [-4.880, 0.314, 1.426], [-5.529, -1.949, 2.266], [-5.308, -3.302, 2.480], [-6.324, -4.156, 3.184], [-4.109, -3.853, 2.040], [-3.142, -3.092, 1.399], [-1.831, -3.719, 1.006], [-3.848, 3.720, -0.180], [-2.355, 3.863, 0.746], [-3.260, 2.367, 0.783], [-1.862, 3.508, -1.685], [-3.442, 0.903, -1.423], [-2.559, 1.435, -2.849], [-3.957, 2.350, -2.279], [0.564, 3.523, -1.614], [2.148, 2.573, 0.819], [2.697, 3.659, -0.453], [2.327, 1.979, -0.816], [0.120, 4.472, 1.261], [-0.747, 4.982, -0.185], [0.964, 5.324, -0.019], [0.398, 2.633, 1.818], [1.604, 2.500, 3.966], [1.002, 1.418, 5.226], [0.092, 2.862, 4.792], [-0.666, -0.313, 4.672], [-1.933, -1.488, 2.961], [-4.622, 0.639, 0.422], [-4.313, 0.925, 2.134], [-5.938, 0.516, 1.583], [-6.459, -1.502, 2.598], [-7.247, -3.608, 3.363], [-5.942, -4.497, 4.147], [-6.563, -5.043, 2.596], [-3.913, -4.905, 2.215], [-1.706, -4.671, 1.517], [-0.983, -3.080, 1.272], [-1.785, -3.905, -0.067], [-1.123, -0.931, -1.193], [-2.177, -1.308, -0.665]]
}

[2]
{
  "formula": "C39H44BrCsN6O2",
  "method": "ωB97M-V/def2-TZVPD",
  "orbital_gap_ev": 4.489,
  "e_above_lowest_kj_mol": 111.97,
  "energy_ha": -4585.64073,
  "total_charge": -2,
  "symbols": ["Cs", "C", "C", "C", "C", "C", "C", "C", "C", "C", "C", "H", "H", "H", "H", "H", "H", "H", "H", "H", "H", "H", "H", "H", "H", "N", "N", "C", "O", "O", "H", "H", "H", "N", "C", "H", "C", "N", "C", "C", "C", "C", "C", "C", "C", "C", "H", "H", "H", "H", "H", "H", "H", "H", "H", "H", "H", "H", "Br", "C", "C", "C", "N", "C", "C", "H", "H", "H", "H", "N", "C", "C", "C", "C", "C", "C", "C", "C", "C", "C", "C", "C", "C", "H", "H", "H", "H", "H", "H", "H", "H", "H", "H"],
  "positions_angstrom": [[-0.098, -1.186, -1.559], [3.806, 1.691, 0.646], [3.574, 3.099, 0.088], [4.329, 3.271, -1.228], [2.088, 3.374, -0.019], [1.372, 3.240, -1.205], [-0.007, 3.390, -1.230], [-0.727, 3.661, -0.072], [-2.226, 3.685, -0.091], [-0.008, 3.834, 1.106], [1.371, 3.698, 1.129], [4.871, 1.498, 0.800], [3.427, 0.929, -0.037], [3.290, 1.554, 1.598], [3.980, 3.820, 0.810], [4.125, 2.435, -1.900], [5.405, 3.281, -1.047], [4.055, 4.198, -1.738], [1.884, 3.001, -2.130], [-0.531, 3.260, -2.170], [-2.603, 4.188, -0.984], [-2.626, 4.194, 0.787], [-2.594, 2.653, -0.077], [-0.542, 4.039, 2.028], [1.903, 3.810, 2.069], [-4.032, -3.652, -0.545], [-2.962, -4.366, -1.132], [-2.000, -3.588, -1.828], [-0.855, -4.047, -1.924], [-2.385, -2.462, -2.254], [-3.730, -3.127, 0.272], [-4.753, -4.306, -0.280], [-2.478, -5.005, -0.513], [-4.666, -1.481, -2.927], [-5.596, -1.020, -3.442], [-3.780, -1.941, -2.494], [2.144, -4.532, 0.797], [2.187, -3.625, 1.925], [3.044, -4.114, 2.974], [2.409, -2.223, 1.529], [3.512, -1.961, 0.517], [4.836, -2.107, 0.943], [5.894, -1.911, 0.065], [5.605, -1.559, -1.246], [4.279, -1.393, -1.636], [3.160, -1.567, -0.795], [1.799, -5.513, 1.134], [3.121, -4.655, 0.303], [1.445, -4.163, 0.044], [2.685, -5.094, 3.305], [3.006, -3.434, 3.829], [4.101, -4.238, 2.678], [2.577, -1.652, 2.448], [1.466, -1.872, 1.102], [5.050, -2.358, 1.980], [6.921, -2.027, 0.399], [6.413, -1.402, -1.958], [4.117, -1.089, -2.674], [-2.334, 1.000, -8.844], [-1.672, 1.508, -7.137], [-2.517, 1.513, -6.042], [-1.980, 1.905, -4.824], [-0.709, 2.266, -4.664], [0.082, 2.238, -5.730], [-0.343, 1.871, -6.996], [-3.553, 1.216, -6.114], [-2.604, 1.914, -3.937], [1.118, 2.520, -5.570], [0.341, 1.862, -7.832], [-1.963, 0.458, 0.469], [-2.317, 0.267, 1.649], [-3.784, 0.328, 2.062], [-4.235, 0.950, 3.225], [-5.594, 1.092, 3.482], [-6.529, 0.591, 2.589], [-6.093, -0.040, 1.427], [-4.739, -0.159, 1.165], [-1.340, 0.009, 2.792], [-0.046, 0.522, 2.678], [0.899, 0.302, 3.664], [0.582, -0.462, 4.782], [-0.691, -0.998, 4.898], [-1.645, -0.755, 3.916], [-3.511, 1.335, 3.935], [-5.921, 1.597, 4.385], [-7.589, 0.697, 2.790], [-6.813, -0.430, 0.716], [-4.380, -0.598, 0.241], [0.187, 1.078, 1.777], [1.898, 0.710, 3.553], [1.328, -0.649, 5.547], [-0.945, -1.614, 5.754], [-2.638, -1.176, 4.021]]
}

[3]
{
  "formula": "C39H44F5N5O23",
  "method": "ωB97M-V/def2-TZVPD",
  "orbital_gap_ev": 8.233,
  "e_above_lowest_kj_mol": 19.45,
  "energy_ha": -4015.93732,
  "total_charge": 0,
  "smiles": "O=[N+]([O-])c1ccccc1.O=[N+]([O-])c1ccccc1.O=[N+]([O-])c1ccccc1.O=C1OC[C@@H](F)O1.O=C1OC[C@@H](F)O1.O=C1OC[C@@H](F)O1.O=C1OC[C@@H](F)O1.O=C1OC[C@@H](F)O1.CN(C)C=O.CN(C)C=O",
  "symbols": ["O", "N", "O", "C", "C", "C", "C", "C", "C", "H", "H", "H", "H", "H", "O", "N", "O", "C", "C", "C", "C", "C", "C", "H", "H", "H", "H", "H", "O", "N", "O", "C", "C", "C", "C", "C", "C", "H", "H", "H", "H", "H", "O", "C", "O", "C", "C", "F", "O", "H", "H", "H", "O", "C", "O", "C", "C", "F", "O", "H", "H", "H", "O", "C", "O", "C", "C", "F", "O", "H", "H", "H", "O", "C", "O", "C", "C", "F", "O", "H", "H", "H", "O", "C", "O", "C", "C", "F", "O", "H", "H", "H", "C", "N", "C", "C", "O", "H", "H", "H", "H", "H", "H", "H", "C", "N", "C", "C", "O", "H", "H", "H", "H", "H", "H", "H"],
  "positions_angstrom": [[-17.657, 18.954, -3.241], [-17.237, 17.830, -3.430], [-17.783, 16.802, -3.084], [-16.014, 17.732, -4.226], [-15.498, 16.504, -4.714], [-14.388, 16.490, -5.567], [-13.722, 17.668, -5.853], [-14.176, 18.922, -5.387], [-15.371, 18.932, -4.644], [-15.850, 15.522, -4.421], [-13.905, 15.571, -5.824], [-12.925, 17.512, -6.599], [-13.644, 19.814, -5.573], [-15.778, 19.850, -4.196], [-18.916, 13.558, -7.835], [-18.655, 13.880, -6.679], [-17.536, 13.737, -6.213], [-19.716, 14.562, -5.901], [-20.920, 14.918, -6.574], [-22.027, 15.378, -5.857], [-21.941, 15.606, -4.483], [-20.720, 15.310, -3.861], [-19.605, 14.793, -4.554], [-21.003, 14.885, -7.627], [-22.929, 15.715, -6.339], [-22.809, 15.988, -3.936], [-20.655, 15.438, -2.762], [-18.692, 14.523, -3.995], [-20.804, 17.060, -10.064], [-21.987, 16.704, -9.932], [-22.378, 15.566, -10.005], [-22.999, 17.764, -9.645], [-22.642, 19.082, -9.313], [-23.596, 19.972, -8.948], [-24.893, 19.564, -8.999], [-25.243, 18.263, -9.343], [-24.308, 17.328, -9.639], [-21.607, 19.463, -9.390], [-23.323, 21.003, -8.969], [-25.678, 20.267, -8.885], [-26.360, 18.069, -9.446], [-24.413, 16.294, -9.925], [-14.945, 20.505, -7.975], [-14.727, 21.426, -8.735], [-15.622, 21.748, -9.697], [-14.964, 22.534, -10.720], [-13.634, 22.867, -10.140], [-13.498, 24.220, -9.931], [-13.581, 22.164, -8.909], [-14.872, 21.927, -11.590], [-15.579, 23.377, -10.940], [-12.827, 22.504, -10.724], [-24.063, 20.036, -4.455], [-22.909, 19.706, -4.385], [-22.055, 19.716, -5.426], [-20.838, 19.151, -4.982], [-20.894, 19.370, -3.502], [-20.561, 20.648, -3.138], [-22.317, 19.173, -3.291], [-20.831, 18.057, -5.238], [-19.993, 19.647, -5.504], [-20.374, 18.607, -2.900], [-12.657, 13.698, -11.684], [-13.647, 13.451, -11.030], [-14.389, 12.357, -10.994], [-15.631, 12.492, -10.227], [-15.370, 13.858, -9.503], [-14.967, 13.660, -8.225], [-14.296, 14.421, -10.220], [-16.541, 12.543, -10.837], [-15.654, 11.645, -9.551], [-16.208, 14.559, -9.468], [-19.054, 11.489, -13.164], [-19.436, 12.377, -12.494], [-18.682, 12.923, -11.548], [-19.463, 14.002, -10.966], [-20.611, 14.175, -11.906], [-20.334, 15.245, -12.865], [-20.593, 13.026, -12.696], [-19.756, 13.768, -9.931], [-18.897, 14.959, -10.969], [-21.592, 14.338, -11.450], [-13.351, 20.262, -11.150], [-13.036, 19.112, -10.994], [-12.759, 18.202, -11.918], [-12.438, 16.955, -11.229], [-12.769, 17.153, -9.815], [-11.824, 16.645, -8.999], [-12.867, 18.555, -9.684], [-13.012, 16.167, -11.703], [-11.382, 16.801, -11.298], [-13.723, 16.699, -9.554], [-19.190, 24.535, -5.204], [-19.059, 23.211, -5.838], [-18.037, 22.330, -5.272], [-19.705, 22.843, -6.948], [-19.580, 21.778, -7.521], [-19.995, 25.069, -5.670], [-18.264, 25.097, -5.256], [-19.458, 24.275, -4.145], [-18.112, 22.263, -4.228], [-18.210, 21.334, -5.633], [-16.994, 22.699, -5.469], [-20.450, 23.517, -7.367], [-17.761, 18.969, -7.502], [-17.367, 17.778, -8.247], [-17.948, 16.563, -7.815], [-16.422, 17.714, -9.195], [-16.085, 16.714, -9.771], [-18.834, 19.154, -7.571], [-17.195, 19.824, -7.804], [-17.637, 18.879, -6.385], [-18.133, 16.597, -6.691], [-18.860, 16.467, -8.382], [-17.279, 15.673, -7.958], [-15.980, 18.729, -9.425]]
}

[4]
{
  "formula": "C39H44N7O13S",
  "method": "ωB97M-V/def2-TZVPD",
  "orbital_gap_ev": 6.502,
  "energy_ha": -3271.39949,
  "total_charge": 1,
  "symbols": ["C", "C", "O", "N", "C", "C", "O", "C", "C", "N", "N", "S", "C", "O", "O", "C", "C", "O", "C", "C", "C", "C", "C", "C", "H", "H", "H", "H", "H", "H", "H", "H", "H", "H", "H", "H", "H", "H", "H", "H", "H", "H", "H", "H", "H", "H", "H", "H", "C", "C", "C", "C", "C", "C", "N", "O", "O", "H", "H", "H", "H", "H", "C", "C", "C", "C", "C", "C", "N", "O", "O", "H", "H", "H", "H", "H", "C", "C", "C", "C", "C", "C", "N", "O", "O", "H", "H", "H", "H", "H", "C", "C", "C", "C", "C", "C", "N", "O", "O", "H", "H", "H", "H", "H"],
  "positions_angstrom": [[-1.661, 0.980, -1.575], [-0.528, 2.056, -1.477], [0.310, 2.088, -2.313], [-0.608, 2.953, -0.305], [-0.864, 4.338, -0.655], [-0.801, 5.453, 0.419], [-1.118, 4.607, -1.793], [0.524, 2.799, 0.577], [0.290, 2.029, 1.782], [1.265, 1.867, 2.677], [2.404, 2.395, 2.385], [3.667, 2.110, 3.621], [4.669, 0.734, 2.957], [3.090, 1.738, 4.883], [4.476, 3.306, 3.723], [2.827, 3.122, 1.332], [1.842, 3.393, 0.288], [2.023, 4.115, -0.803], [3.390, 4.527, -1.067], [4.244, 3.443, -1.854], [3.364, 2.611, -2.860], [5.179, 2.571, -0.933], [4.590, 1.128, -0.624], [6.494, 2.287, -1.791], [-2.573, 1.437, -2.032], [-1.965, 0.698, -0.531], [-1.319, 0.057, -2.081], [-1.491, 6.271, 0.127], [0.237, 5.854, 0.461], [-1.071, 5.042, 1.419], [-0.720, 1.607, 1.960], [4.136, 0.318, 2.062], [4.781, -0.099, 3.683], [5.640, 1.127, 2.579], [3.852, 3.529, 1.263], [3.934, 4.949, -0.188], [3.304, 5.382, -1.784], [4.932, 4.053, -2.499], [2.801, 3.350, -3.485], [4.075, 2.103, -3.555], [2.710, 1.861, -2.378], [5.546, 3.089, -0.013], [3.509, 1.152, -0.348], [4.629, 0.582, -1.604], [5.232, 0.549, 0.075], [6.268, 1.844, -2.781], [7.134, 1.628, -1.150], [7.048, 3.257, -1.853], [2.377, -5.372, -1.994], [1.419, -4.539, -1.428], [1.555, -3.163, -1.524], [2.650, -2.632, -2.192], [3.615, -3.454, -2.754], [3.476, -4.831, -2.653], [2.778, -1.179, -2.313], [1.920, -0.485, -1.789], [3.731, -0.737, -2.932], [2.267, -6.448, -1.923], [0.562, -4.962, -0.914], [0.804, -2.522, -1.080], [4.472, -3.041, -3.271], [4.221, -5.483, -3.090], [-4.514, -3.483, -4.150], [-4.489, -2.740, -2.976], [-3.669, -3.128, -1.927], [-2.875, -4.258, -2.069], [-2.898, -5.010, -3.234], [-3.723, -4.618, -4.278], [-1.989, -4.656, -0.973], [-2.003, -3.987, 0.046], [-1.280, -5.635, -1.140], [-5.152, -3.175, -4.970], [-5.108, -1.857, -2.880], [-3.656, -2.544, -1.016], [-2.284, -5.894, -3.343], [-3.748, -5.196, -5.193], [-0.957, -7.983, 2.243], [-1.687, -7.009, 1.572], [-3.069, -6.979, 1.681], [-3.709, -7.926, 2.466], [-2.991, -8.907, 3.134], [-1.609, -8.934, 3.019], [-5.170, -7.880, 2.602], [-5.769, -7.016, 1.987], [-5.697, -8.705, 3.324], [0.123, -8.001, 2.161], [-1.179, -6.272, 0.969], [-3.630, -6.217, 1.156], [-3.491, -9.649, 3.743], [-1.038, -9.693, 3.538], [-6.533, 5.539, 3.171], [-5.378, 5.057, 3.775], [-4.165, 5.696, 3.566], [-4.123, 6.820, 2.753], [-5.268, 7.306, 2.139], [-6.477, 6.660, 2.351], [-2.847, 7.515, 2.548], [-1.854, 7.051, 3.085], [-2.850, 8.515, 1.857], [-7.480, 5.041, 3.341], [-5.425, 4.183, 4.413], [-3.271, 5.314, 4.040], [-5.235, 8.180, 1.502], [-7.379, 7.031, 1.880]]
}